Computed, not measured: C17H23N4O6S3W as an isolated structure at a distorted geometry, with ωB97M-V with the def2-TZVPD basis set.

XYZ file:
```
54
Properties=species:S:1:pos:R:3:forces:R:3
W 0.4598 -0.2808 0.1639 -1.263 5.699 0.806
S 0.8603 1.2749 2.1856 0.215 -0.281 -0.676
C -0.2761 2.6040 2.0246 0.016 -0.161 -0.125
C -0.3279 3.5336 3.0617 0.019 -0.143 -0.130
C -1.1776 4.6199 3.0119 -0.028 0.054 0.111
C -2.0364 4.7609 1.9316 -0.124 0.123 0.030
C -2.0088 3.8360 0.9047 0.061 -0.089 0.015
C -1.1112 2.7701 0.9099 0.333 -0.177 -0.041
S -1.0349 1.7127 -0.5018 0.541 -0.262 0.052
H 0.3284 3.3628 3.9007 0.086 0.131 0.197
H -1.1738 5.3424 3.8169 -0.057 0.050 0.052
H -2.7322 5.5878 1.8907 -0.054 0.070 -0.004
H -2.6899 3.9187 0.0722 -0.080 0.111 -0.179
N 1.8301 -0.7875 -3.7952 -0.026 -0.077 1.412
C 1.6854 -0.2433 -2.5088 -1.573 -0.615 0.601
O 0.9113 -0.8056 -1.6434 2.786 0.276 -4.879
C 2.2393 1.0982 -2.1434 -0.159 -0.531 0.500
C 2.0651 1.1973 -0.6070 0.568 0.255 0.114
H 1.5431 -1.7585 -3.8188 -0.048 0.025 -0.105
H 2.7573 -0.6572 -4.1830 -0.207 0.156 -0.009
H 1.6515 1.8809 -2.6462 -0.044 -0.289 -0.005
H 3.2775 1.2015 -2.4851 -0.069 -0.007 -0.081
H 1.8951 2.2579 -0.3691 -0.204 -0.521 0.180
H 3.0368 0.9555 -0.1438 -0.188 -0.025 0.029
O -0.4584 -2.8339 2.4342 0.359 -0.300 0.407
S -0.9969 -2.2304 1.2372 -2.355 -1.676 1.362
O -2.3080 -2.7182 0.8991 0.225 0.007 0.027
O -1.0069 -0.7059 1.4116 -1.287 -0.806 0.628
O -0.0379 -2.3538 0.0927 0.678 0.261 -0.193
C -3.7172 0.1875 -1.9597 0.083 -0.040 0.185
C -2.7570 0.0907 -3.1529 0.098 -0.126 0.106
C -1.8274 -1.0541 -2.7364 0.047 0.153 -0.091
O -1.7249 -0.9302 -1.3275 -0.652 -0.222 -0.686
C -3.0683 -0.7290 -0.9042 -0.508 0.155 0.232
H -4.7208 -0.1542 -2.2119 -0.051 -0.027 0.010
H -3.7724 1.2091 -1.5926 -0.038 0.043 0.003
H -2.1735 1.0076 -3.2346 -0.024 0.012 -0.087
H -3.2709 -0.1058 -4.0920 0.042 0.007 -0.124
H -0.8299 -0.9721 -3.1649 -0.123 -0.132 -0.009
H -2.2728 -2.0309 -2.9859 0.123 0.063 -0.011
H -3.0482 -0.3083 0.1011 0.037 0.013 -0.182
H -3.5697 -1.7023 -0.8526 0.073 0.100 -0.053
N 2.2286 -3.3249 3.9237 -0.043 0.188 -0.408
C 2.5475 -2.8213 2.6720 1.599 -1.719 0.120
C 1.9202 -1.6776 2.2293 -0.536 1.812 -1.949
N 2.0650 -1.2080 0.9409 3.018 -3.479 2.142
C 3.0005 -1.9090 0.2041 -0.505 1.376 0.189
C 3.7053 -2.9467 0.7356 0.256 -0.560 0.397
N 3.4937 -3.4695 1.9590 -1.045 1.112 0.203
H 1.2377 -3.2211 4.1060 -0.046 -0.060 0.083
H 2.5501 -4.2778 4.0198 -0.060 0.046 0.049
H 1.2201 -1.1656 2.8826 0.156 0.094 -0.295
H 3.1531 -1.5752 -0.8191 -0.022 -0.119 0.276
H 4.4672 -3.4514 0.1569 -0.004 0.050 -0.194
```
Forces are in eV/Å.

charge	-1
2S+1	1
E_HOMO (spin up / spin down)	-0.117 / -0.130	hartree

Computed, not measured: one molecule with the formula C17H23N5S at a distorted geometry, with ωB97M-V with the def2-TZVPD basis set.

XYZ file:
```
46
Properties=species:S:1:pos:R:3:forces:R:3
N 2.1338 0.2205 3.7771 0.707 -3.813 -0.272
N -0.7402 -3.0805 -1.1613 -0.478 0.783 -1.443
N -0.7165 -0.6949 -1.2305 0.162 0.673 0.792
S 0.7150 -2.1042 3.9284 0.697 4.235 -0.467
C 2.2056 -1.1317 3.8794 2.069 1.050 1.734
C -0.0593 -0.4793 3.7029 0.025 0.591 -0.521
C 0.8519 0.5870 3.5676 -2.203 -1.438 0.174
C -1.2557 -1.8576 -1.5570 -0.149 -1.497 0.068
C 0.4995 -3.0723 -0.6461 -1.368 -0.028 -0.191
C 0.3902 -0.7345 -0.4772 1.441 -0.959 -2.175
C 1.1007 -1.8965 -0.2682 -0.364 -0.924 0.260
N 0.7083 2.6510 0.9584 -1.740 0.802 -0.505
N -2.3652 -1.7744 -2.4053 1.652 -1.178 1.789
C 0.5715 2.0656 3.3089 -1.623 0.309 2.262
C 1.3886 2.7256 2.2749 1.197 -1.071 -2.548
C 1.3119 3.4497 -0.0983 1.831 -1.019 1.115
C 0.0652 1.4586 0.3468 0.692 0.814 0.211
C 2.4051 2.6243 -0.7545 -1.644 -1.771 -1.442
C 1.9638 1.2000 -1.2914 -1.925 0.860 1.299
C -4.5948 -2.8355 -2.9299 0.199 1.049 -0.937
C -3.8205 -2.2888 -4.1620 -0.307 0.149 0.105
C 1.1141 0.4948 -0.1854 1.205 2.151 1.238
C -3.0615 -2.8628 -3.0463 -2.331 3.847 1.136
H 3.2067 -1.5780 4.2820 -2.028 0.639 -1.220
H -1.1470 -0.3529 3.6175 0.613 -0.373 -0.046
H 0.9827 -4.0446 -0.5253 -0.222 0.201 0.085
H 2.0638 -1.8945 0.1907 0.443 0.123 0.236
H -2.7785 -0.8563 -2.5171 0.418 -0.261 0.163
H -0.4996 2.3571 3.1238 0.789 -0.929 0.010
H 0.7538 2.5850 4.2796 0.197 -0.407 -0.445
H 2.4499 2.2898 2.2836 -1.142 0.444 -0.069
H 1.4787 3.7908 2.3915 0.111 0.422 0.664
H 1.8273 4.3554 0.2600 -0.321 -0.252 0.516
H 0.6866 3.8319 -0.8698 -1.397 -0.097 -0.418
H -0.5809 0.8507 0.9824 -0.021 0.640 0.654
H -0.5966 1.7598 -0.5046 0.579 0.141 0.716
H 2.6468 3.1944 -1.6070 1.329 0.567 -1.064
H 3.1848 2.4127 -0.0990 1.700 0.283 1.134
H 1.2775 1.3676 -2.0953 -0.268 -0.043 -1.005
H 2.7567 0.5422 -1.5870 0.676 -0.014 -0.287
H -5.0790 -2.0792 -2.3125 0.328 -0.175 -0.007
H -5.2115 -3.7288 -3.0669 0.573 0.171 0.010
H -3.6242 -1.1985 -4.2730 -0.628 -0.997 -0.062
H -3.7907 -2.8412 -5.0659 -0.439 -0.297 -0.807
H 1.9038 0.3777 0.6178 -1.143 -0.525 -0.340
H -2.7225 -3.8051 -3.0363 2.107 -2.873 -0.100
```
Forces are in eV/Å.

SMILES string	c1cc([C@H]2CCCN(CCc3cscn3)C2)nc(NC2CC2)n1
charge	0
energy relative to the best compared isomer or geometry (same formula, charge and spin)	414.7	kJ/mol
2S+1	1
E_HOMO	-0.281	hartree

Computed, not measured: one molecule with the formula C17H23NO5 at a distorted geometry, with ωB97M-V with the def2-TZVPD basis set.

XYZ file:
```
46
Properties=species:S:1:pos:R:3:forces:R:3
C -6.5729 -1.1058 -0.3149 -1.331 -5.138 -4.411
C -5.2824 -2.0060 -0.0688 -7.520 -4.307 -1.583
H -5.2956 -2.1798 0.9674 0.163 -0.975 1.292
H -5.3746 -2.9285 -0.7105 -0.634 0.259 1.164
O -4.1718 -1.5194 -0.5021 4.668 5.676 3.235
C -3.7754 -0.5939 0.6290 0.181 1.584 1.636
O -4.3388 -0.4303 1.8053 3.070 -1.426 -7.506
C -2.4719 0.1824 -0.0314 -2.354 -0.582 5.749
C -2.8865 1.4932 -0.7102 6.808 0.524 8.173
C -1.5433 2.0508 -1.2475 -6.062 5.621 0.038
N -0.4487 1.8884 -0.4978 1.379 -2.531 1.667
C 0.6691 2.5471 -1.0166 4.102 -1.382 0.269
C 2.0848 1.7565 -0.4040 -1.479 14.747 2.411
O 2.8341 2.8400 0.2849 -2.396 -6.364 -2.561
C 2.3649 0.5053 -0.4969 3.202 -4.562 3.707
C 1.4807 -0.4212 -0.9227 2.979 -5.631 -1.429
C 1.8935 -1.8845 -1.0434 -3.929 6.189 0.453
C 2.9739 -2.2533 -0.3817 3.493 -1.026 -0.313
C 3.9662 -1.2242 0.1504 -4.120 -3.523 1.560
C 3.5199 0.0805 0.3769 -3.251 -4.910 -6.342
O 4.3417 0.8407 0.8203 3.213 7.240 4.421
H 3.9129 1.8621 0.9873 0.177 -1.597 -1.486
C 5.1006 -1.7277 0.9449 2.218 -1.819 -3.543
H 5.5647 -0.9593 1.5238 0.724 0.536 -0.233
H 5.7782 -2.1394 -0.0731 -0.753 0.902 3.507
H 4.9462 -2.5431 1.6586 -0.377 -0.207 -0.477
O 3.2730 -3.7102 -0.5427 0.346 4.629 1.417
H 4.1180 -3.5695 -0.1026 0.770 -1.632 0.074
H 1.1512 -2.4650 -1.5028 -0.412 -1.257 -0.443
H 0.6910 -0.0668 -1.4526 -2.585 0.564 -1.265
H 0.7024 3.6327 -0.7027 0.440 -0.988 -0.591
H 0.8448 2.3541 -2.1299 -0.887 0.698 1.275
C -0.5925 1.7222 0.9364 -4.743 0.675 -0.207
C -1.5309 0.3512 1.2354 -6.392 10.526 -2.733
H -2.1372 0.6252 2.1505 0.473 -0.441 -1.129
H -0.8447 -0.1900 1.4994 6.700 -7.342 2.057
H 0.3624 1.5985 1.2573 2.612 -0.424 1.607
H -1.0931 2.6426 1.5168 1.097 -1.495 -1.401
H -1.4859 1.8052 -2.2581 0.700 -0.343 -1.825
H -1.8097 3.3243 -1.1560 0.483 -2.529 -1.079
H -3.1960 2.0643 0.2811 0.536 -0.405 -2.120
H -3.7158 1.3524 -1.1514 -5.436 -0.536 -4.570
H -2.0660 -0.5402 -0.6033 1.208 -2.217 -2.538
H -6.6312 -0.9380 -1.4146 0.653 0.699 0.546
H -7.6527 -1.5890 -0.2994 2.356 0.527 1.180
H -6.4569 -0.2862 0.2208 -0.090 3.995 2.351
```
Forces are in eV/Å.

SMILES string	CCOC(=O)C1CCN(CC(=O)c2ccc(O)c(C)c2O)CC1
charge	0
energy relative to the best compared isomer or geometry (same formula, charge and spin)	1382.6	kJ/mol
2S+1	1
E_HOMO	-0.308	hartree

Computed, not measured: one molecule with the formula C17H23NO5, with ωB97M-V with the def2-TZVPD basis set.

XYZ file:
```
46
Properties=species:S:1:pos:R:3:forces:R:3
C 5.0781 -1.7893 -4.2253 -0.109 -0.194 0.117
C 3.8643 -2.3942 -3.5303 0.015 0.306 -0.070
C 2.7355 -1.3747 -3.3896 -0.119 -0.346 -0.001
C 1.4554 -1.9567 -2.7867 0.170 0.246 0.160
C 1.5931 -2.2769 -1.2954 -0.110 -0.103 -0.131
C 1.6440 -0.9996 -0.4843 0.153 0.090 -0.248
O 0.9768 -0.0183 -0.6963 -0.036 0.119 -0.119
O 2.5080 -1.0837 0.5229 0.523 -0.195 0.467
H 2.4563 -0.3002 1.0932 -0.213 0.007 -0.232
H 2.5204 -2.8237 -1.1127 -0.056 0.034 -0.004
C 0.4337 -3.1420 -0.7630 0.000 0.108 0.107
C -0.8968 -2.3942 -0.6780 0.247 -0.220 0.156
C -0.9344 -1.4981 0.5545 -0.376 -0.062 -0.425
O -0.3433 -1.7759 1.5735 0.133 -0.068 0.235
N -1.7331 -0.4031 0.3989 -0.328 0.105 -0.259
C -1.9941 0.6220 1.3039 -0.059 0.234 0.304
C -2.7445 1.7105 0.8512 0.074 -0.116 -0.023
C -3.0579 2.7504 1.6979 0.057 -0.008 0.191
C -2.6255 2.7254 3.0228 0.078 -0.205 -0.148
C -1.8737 1.6413 3.4723 -0.218 0.342 -0.081
C -1.5597 0.5969 2.6288 0.130 -0.193 0.017
H -0.9804 -0.2387 2.9832 -0.009 0.001 0.004
H -1.5439 1.6347 4.5001 0.029 -0.016 0.075
C -2.9396 3.8112 3.9735 0.009 0.149 0.296
O -2.5725 3.8440 5.1236 -0.049 0.020 -0.114
O -3.6942 4.7807 3.4233 0.049 -0.255 -0.313
C -4.0368 5.8541 4.2843 0.007 0.199 0.366
H -4.6401 6.5386 3.6933 0.031 -0.042 0.016
H -3.1356 6.3524 4.6481 -0.101 -0.014 -0.023
H -4.6028 5.4867 5.1431 0.038 0.069 -0.071
H -3.6374 3.5875 1.3422 -0.041 0.043 -0.046
H -3.0790 1.7340 -0.1767 -0.036 0.006 -0.105
H -2.0995 -0.2385 -0.5287 0.168 -0.138 0.140
H -1.0773 -1.8152 -1.5827 -0.103 0.017 -0.029
H -1.7080 -3.1189 -0.5648 -0.030 0.065 -0.028
H 0.6860 -3.4877 0.2419 -0.054 -0.079 -0.080
H 0.3303 -4.0126 -1.4126 0.029 0.009 0.016
H 0.6542 -1.2268 -2.9141 -0.086 -0.087 -0.014
H 1.1822 -2.8658 -3.3267 -0.057 -0.047 0.005
H 2.5013 -0.9801 -4.3812 0.040 0.098 0.002
H 3.0730 -0.5368 -2.7758 0.035 0.133 -0.038
H 3.5055 -3.2499 -4.1073 -0.032 -0.079 0.051
H 4.1659 -2.7588 -2.5469 -0.025 -0.104 0.021
H 5.8735 -2.5252 -4.3167 0.131 0.000 -0.050
H 5.4577 -0.9421 -3.6585 0.084 0.107 0.022
H 4.8150 -1.4425 -5.2224 0.017 0.059 -0.111
```
Forces are in eV/Å.

SMILES string	CCCC[C@H](CCC(=O)Nc1ccc(C(=O)OC)cc1)C(=O)O
charge	0
energy relative to the best compared isomer or geometry (same formula, charge and spin)	31.2	kJ/mol
2S+1	1
E_HOMO	-0.317	hartree

Computed, not measured: one molecule with the formula C17H23NO6 at a distorted geometry, with ωB97M-V with the def2-TZVPD basis set.

XYZ file:
```
47
Properties=species:S:1:pos:R:3:forces:R:3
C -5.4063 -2.6258 1.4857 0.134 0.378 0.169
O -5.1198 -1.3284 2.0478 0.092 -0.280 -0.485
C -3.9132 -0.7491 1.7802 0.637 0.330 -0.190
C -3.7590 0.6063 2.1805 -0.802 -1.109 0.119
C -2.5344 1.2324 2.0724 0.199 -0.271 -0.299
C -1.4564 0.5609 1.4933 0.110 0.261 0.294
C -0.1147 1.2591 1.3313 0.430 -1.889 -0.319
C 1.0632 0.4674 1.8547 1.317 -0.547 0.670
C 2.3958 0.9785 1.7336 -0.428 -0.145 -0.752
O 2.6922 2.1816 1.5842 -0.400 -0.319 -0.278
O 3.4417 0.0896 1.7678 -0.446 -0.688 0.513
C 3.1182 -1.3467 1.8372 -0.087 0.361 0.258
C 2.7525 -1.8894 0.4636 -0.155 0.030 -0.237
C 4.3718 -2.0565 2.3743 -0.134 0.249 0.159
O 2.0305 -1.5608 2.7675 1.029 0.416 -0.398
C 0.9787 -0.6734 2.7499 -1.342 0.270 0.103
O 0.0414 -0.9100 3.4963 0.546 -0.096 -0.411
C -1.6068 -0.7663 1.0566 -0.061 0.737 -0.179
C -2.8304 -1.4221 1.1618 -0.257 0.421 0.494
H -6.4612 -2.7944 1.7367 0.387 -0.072 -0.135
H -5.2779 -2.6261 0.3844 -0.017 0.020 0.554
H -4.7783 -3.4141 1.9477 -0.272 0.422 -0.248
H -4.6310 1.1166 2.6090 0.436 -0.279 -0.124
H -2.4224 2.2520 2.4454 -0.182 -0.477 -0.127
H 0.0902 1.2902 0.2478 -0.238 0.794 0.179
H 1.8451 -1.4025 0.0953 0.177 -0.056 -0.027
H 3.5742 -1.7260 -0.2433 -0.167 0.091 0.175
H 2.5730 -2.9715 0.5163 0.017 0.296 0.154
H 4.6165 -1.7073 3.3774 -0.113 0.096 -0.040
H 4.2511 -3.1442 2.4229 -0.318 0.247 -0.084
H 5.2360 -1.8636 1.7308 -0.270 0.152 -0.019
H -0.7429 -1.2762 0.6166 -0.381 0.135 0.181
H -2.9003 -2.4533 0.8114 -0.120 0.350 0.207
C -0.9195 6.4160 1.0449 -0.320 0.142 -0.193
C -0.0792 5.1981 1.4116 0.378 -0.006 0.487
O 0.4023 5.4899 2.7646 0.790 -1.129 -1.085
C -0.8883 3.8707 1.4362 -0.074 0.260 0.095
N -0.0012 2.6562 1.8551 -0.669 2.250 -0.540
H -1.5035 6.2588 0.1290 0.127 -0.046 0.160
H -1.6175 6.6621 1.8614 0.243 -0.195 -0.245
H -0.2825 7.3038 0.8796 -0.171 -0.550 0.164
H 0.7638 5.1099 0.6891 -0.314 -0.022 0.550
H 1.2684 5.0363 2.8652 -0.691 0.512 0.066
H -1.6603 4.0171 2.2145 0.442 -0.267 -0.358
H -1.4220 3.6929 0.4887 0.532 -0.205 0.268
H -0.0533 2.6912 2.8656 0.251 -0.597 0.374
H 1.0023 2.8453 1.6017 0.152 0.023 0.383
```
Forces are in eV/Å.

SMILES string	COc1ccc([C@@H]([NH2+]C[C@@H](C)O)C2=C([O-])OC(C)(C)OC2=O)cc1
charge	0
energy relative to the best compared isomer or geometry (same formula, charge and spin)	140.1	kJ/mol
2S+1	1
E_HOMO	-0.281	hartree